[1]
Computed, not measured: a structure of composition C30H30AsGaN5O3S, with ωB97M-V with the def2-TZVPD basis set.

```
71
C30H30AsGaN5O3S (ωB97M-V with the def2-TZVPD basis set)
Ga -0.49 0.32 0.04
C -4.91 0.38 0.03
O -5.15 1.36 1.01
C -4.23 2.38 1.15
C -4.73 3.54 1.70
C -3.93 4.66 1.87
C -2.63 4.63 1.44
C -2.07 3.47 0.89
C -0.74 3.52 0.36
N -0.13 2.54 -0.21
N 1.07 2.82 -0.79
C 1.57 1.79 -1.44
O 1.00 0.65 -1.56
C 2.89 2.04 -2.06
C 3.44 1.12 -2.95
C 4.69 1.35 -3.50
C 5.40 2.50 -3.17
C 4.85 3.42 -2.29
C 3.60 3.19 -1.74
C -2.85 2.27 0.82
O -2.31 1.13 0.52
H -5.87 -0.09 -0.17
H -4.20 -0.37 0.39
H -4.51 0.81 -0.89
H -5.77 3.55 2.00
H -4.35 5.55 2.32
H -2.00 5.51 1.52
H -0.24 4.50 0.38
H 2.88 0.23 -3.21
H 5.12 0.64 -4.18
H 6.38 2.67 -3.59
H 5.41 4.31 -2.04
H 3.16 3.88 -1.05
C -0.97 0.01 7.91
C 0.05 0.17 6.82
C 1.39 0.41 7.09
C 2.24 0.52 6.00
N 1.80 0.43 4.76
C 0.50 0.21 4.60
S -0.13 0.11 2.93
N -0.39 0.07 5.57
H -0.55 0.26 8.88
H -1.31 -1.03 7.93
H -1.83 0.64 7.70
H 1.76 0.50 8.11
H 3.30 0.70 6.11
C 2.49 -3.69 -3.07
As 1.79 -2.12 -2.04
C 1.08 -3.22 -0.57
C 0.05 -1.83 -2.99
C -0.66 -3.03 -3.48
C -1.67 -3.64 -2.74
C -2.33 -4.75 -3.22
C -2.01 -5.28 -4.46
C -1.00 -4.69 -5.20
C -0.33 -3.59 -4.71
H 1.75 -4.47 -3.22
H 3.32 -4.10 -2.49
H 2.89 -3.38 -4.04
H 0.40 -3.98 -0.96
H 0.56 -2.58 0.13
H 1.90 -3.71 -0.05
H 0.25 -1.14 -3.81
H -0.56 -1.30 -2.24
H -1.95 -3.20 -1.78
H -3.13 -5.20 -2.64
H -2.54 -6.14 -4.84
H -0.74 -5.09 -6.18
H 0.46 -3.13 -5.30
N 2.43 -0.04 1.72
C 1.36 0.04 2.14
```

Calculated values
ΔE to the lowest compared entry with this formula, charge and spin	85.4	kcal/mol
LUMO energy	2.4	eV
net charge	-1
orbital gap	6.41	eV
multiplicity	1

[2]
Computed, not measured: a structure of composition C30H30BrClN2O2Pd, with ωB97M-V with the def2-TZVPD basis set.

```
67
C30H30BrClN2O2Pd (ωB97M-V with the def2-TZVPD basis set)
Pd -3.56 0.51 2.84
Cl -6.61 -0.93 9.33
C -5.95 -0.39 7.85
C -5.04 0.66 7.90
C -4.61 1.18 6.71
C -5.01 0.52 5.51
O -4.88 1.13 4.39
C -5.60 -0.76 5.50
C -5.28 -1.55 4.27
N -5.32 -1.20 3.03
C -4.90 -2.09 2.02
C -5.79 -3.20 1.73
C -5.36 -4.20 0.73
C -4.30 -4.02 -0.13
C -3.50 -2.82 0.14
C -2.37 -2.53 -0.56
C -1.33 -1.61 -0.28
C -1.72 -0.63 0.64
N -2.93 -0.75 1.30
C -3.73 -1.89 1.17
C -6.15 -1.13 6.67
H -4.90 1.25 8.79
H -3.97 2.04 6.64
H -4.85 -2.41 4.54
H -6.65 -3.23 2.33
H -5.97 -5.03 0.62
H -4.02 -4.62 -0.96
H -2.03 -3.32 -1.28
H -0.50 -1.51 -1.01
H -1.14 0.32 0.78
H -6.67 -2.08 6.70
C 3.89 3.48 -5.23
C 4.72 2.32 -4.76
C 5.41 1.67 -5.94
C 5.83 2.90 -3.93
C 3.78 1.41 -4.12
C 2.83 0.67 -4.76
C 1.92 -0.12 -4.01
Br 0.51 -0.93 -5.00
C 1.96 -0.27 -2.60
O 1.19 -1.11 -1.99
C 2.97 0.53 -1.96
C 3.81 1.32 -2.71
C 3.11 0.44 -0.42
C 3.38 -1.10 0.14
C 4.41 1.08 0.08
C 1.95 1.02 0.37
H 4.54 4.36 -5.72
H 3.38 3.84 -4.36
H 3.03 3.35 -6.04
H 5.94 2.47 -6.50
H 4.68 1.07 -6.51
H 6.22 0.94 -5.49
H 6.47 3.53 -4.58
H 6.35 2.04 -3.59
H 5.37 3.60 -3.07
H 2.52 0.88 -5.90
H 4.60 1.78 -2.08
H 4.40 -1.41 -0.40
H 2.63 -1.74 -0.25
H 3.53 -1.13 1.23
H 5.24 0.69 -0.44
H 4.52 0.96 1.21
H 4.36 2.22 -0.18
H 1.95 0.66 1.44
H 1.02 0.81 -0.18
H 2.20 2.04 0.29
```

Calculated values
LUMO energy (spin up / spin down)	3.9 / 3.9	eV
net charge	-2
orbital gap (spin up / spin down)	4.61 / 4.61	eV
multiplicity	1

[3]
Computed, not measured: a structure of composition C30H30BrF5N2O3PS2Ti, with ωB97M-V with the def2-TZVPD basis set.

```
75
C30H30BrF5N2O3PS2Ti (ωB97M-V with the def2-TZVPD basis set)
Ti -0.22 -0.69 -0.64
Br -4.11 -7.10 -1.11
C -3.33 -5.38 -1.20
C -3.61 -4.54 -2.28
C -3.05 -3.29 -2.35
C -2.18 -2.83 -1.36
O -1.67 -1.62 -1.45
C -1.90 -3.68 -0.27
C -1.08 -3.26 0.84
N -0.38 -2.19 0.83
C 0.16 -1.67 2.04
C 1.12 -2.31 2.80
C 1.52 -1.71 3.99
C 0.90 -0.55 4.42
C -0.10 0.08 3.67
C -0.91 1.12 4.33
C -2.09 1.60 3.93
C -2.72 1.32 2.60
N -1.36 0.07 1.47
C -0.38 -0.44 2.41
C -2.49 -4.95 -0.20
H -4.27 -4.89 -3.07
H -3.26 -2.64 -3.19
H -1.12 -3.85 1.75
H 1.56 -3.23 2.45
H 2.29 -2.17 4.59
H 1.16 -0.13 5.39
H -0.53 1.45 5.30
H -2.59 2.31 4.57
H -3.66 1.86 2.48
H -2.28 -5.60 0.65
C -4.03 0.15 0.01
C -3.80 -0.51 1.14
C -2.73 -0.15 2.12
C -1.67 1.54 1.48
C -2.27 1.94 0.16
C -3.28 1.33 -0.46
H -4.81 -0.20 -0.65
H -4.42 -1.37 1.38
H -2.67 -0.89 2.92
H -0.81 2.17 1.74
H -1.82 2.78 -0.34
H -3.58 1.72 -1.42
F 2.62 -1.53 -1.32
C 1.34 -1.80 -1.83
F 1.41 -1.49 -3.18
C 1.34 -3.34 -1.87
F 0.23 -3.82 -2.45
F 2.39 -3.84 -2.55
F 1.40 -3.87 -0.63
C 2.58 4.61 -0.04
C 1.54 4.39 -1.12
C 0.13 4.34 -0.58
O 1.90 3.20 -1.86
P 1.43 1.69 -1.80
S -0.32 1.22 -2.57
S 1.44 1.03 0.13
O 2.54 1.03 -2.68
C 3.99 1.13 -2.64
C 4.43 2.23 -3.59
C 4.54 1.30 -1.24
H 2.38 5.55 0.48
H 3.58 4.65 -0.46
H 2.54 3.79 0.69
H 1.61 5.18 -1.87
H 0.06 3.59 0.21
H -0.58 4.11 -1.37
H -0.12 5.31 -0.15
H 4.30 0.16 -3.03
H 4.15 3.21 -3.20
H 3.97 2.09 -4.57
H 5.51 2.19 -3.71
H 4.25 2.26 -0.80
H 5.63 1.28 -1.30
H 4.21 0.50 -0.59
```

Calculated values
ΔE to the lowest compared entry with this formula, charge and spin	59.7	kcal/mol
LUMO energy (spin up / spin down)	-0.2 / -0.4	eV
orbital gap (spin up / spin down)	7.57 / 7.83	eV
<S²>	0.75
multiplicity	2

[4]
Computed, not measured: a structure of composition C30H30BrF5N2O3PS2Ti, with ωB97M-V with the def2-TZVPD basis set.

```
75
C30H30BrF5N2O3PS2Ti (ωB97M-V with the def2-TZVPD basis set)
Ti 0.02 -0.12 0.13
Br 4.37 -6.06 1.41
C 3.04 -4.75 1.09
C 1.70 -5.14 0.96
C 0.73 -4.19 0.73
C 1.06 -2.84 0.62
O 0.12 -1.95 0.39
C 2.41 -2.45 0.76
C 2.85 -1.09 0.64
N 2.10 -0.05 0.50
C 2.69 1.21 0.21
C 4.04 1.44 0.04
C 4.53 2.73 -0.23
C 3.69 3.79 -0.33
C 2.29 3.59 -0.19
C 1.36 4.65 -0.27
C 0.03 4.39 -0.12
C -0.38 3.07 0.07
N 0.45 2.06 0.13
C 1.79 2.30 0.06
C 3.39 -3.43 0.99
H 1.44 -6.18 1.05
H -0.31 -4.47 0.63
H 3.93 -0.98 0.66
H 4.75 0.63 0.10
H 5.60 2.86 -0.36
H 4.06 4.79 -0.53
H 1.72 5.66 -0.46
H -0.71 5.18 -0.17
H -1.43 2.84 0.16
H 4.42 -3.14 1.09
C -3.07 -2.11 -0.60
C -2.98 -0.94 0.14
C -2.53 0.23 -0.47
C -2.14 0.23 -1.81
C -2.24 -0.95 -2.55
C -2.71 -2.10 -1.94
H -3.42 -3.02 -0.13
H -3.26 -0.93 1.18
H -2.54 1.15 0.11
H -1.77 1.12 -2.30
H -1.94 -0.95 -3.59
H -2.78 -3.02 -2.52
F -1.56 1.35 2.29
C -0.70 0.25 2.21
F -1.44 -0.81 2.71
C 0.35 0.51 3.29
F -0.15 0.75 4.51
F 1.17 -0.55 3.39
F 1.10 1.58 2.96
C 4.38 -0.16 -4.02
C 3.44 0.82 -4.70
C 3.35 2.15 -3.96
O 2.17 0.18 -4.94
P 0.81 0.27 -4.09
S -0.16 1.95 -4.31
S 1.33 -0.24 -2.19
O -0.02 -0.89 -4.79
C 0.39 -2.21 -5.24
C 1.00 -2.12 -6.62
C 1.27 -2.94 -4.25
H 5.38 0.26 -3.96
H 4.43 -1.09 -4.58
H 4.02 -0.38 -3.01
H 3.81 1.02 -5.71
H 3.02 1.99 -2.93
H 2.66 2.83 -4.45
H 4.35 2.60 -3.93
H -0.56 -2.73 -5.31
H 2.00 -1.67 -6.58
H 0.38 -1.51 -7.27
H 1.08 -3.12 -7.05
H 2.24 -2.45 -4.15
H 1.43 -3.96 -4.62
H 0.81 -2.99 -3.26
```

Calculated values
ΔE to the lowest compared entry with this formula, charge and spin	4.2	kcal/mol
LUMO energy (spin up / spin down)	-1.3 / -1.3	eV
orbital gap (spin up / spin down)	6.46 / 6.46	eV
<S²>	0.76
multiplicity	2

[5]
Computed, not measured: a structure of composition C30H30CrINO5Sb, with ωB97M-V with the def2-TZVPD basis set.

```
69
C30H30CrINO5Sb (ωB97M-V with the def2-TZVPD basis set)
Cr 3.12 0.37 -2.32
O 3.36 -3.63 -2.80
C 3.06 -2.40 -2.54
O 3.86 -1.46 -2.61
C 1.65 -2.16 -2.08
O 1.42 -0.74 -2.04
C 0.45 -0.24 -3.03
C 1.20 0.19 -4.27
O 0.73 0.25 -5.36
O 2.48 0.56 -3.99
H 4.29 -3.74 -3.06
H 1.56 -2.54 -1.06
H 0.92 -2.66 -2.71
H -0.04 0.61 -2.56
H -0.31 -1.00 -3.22
I 5.27 2.00 -2.77
C 3.60 3.07 -2.07
C 3.52 4.43 -1.97
C 2.33 4.94 -1.45
C 1.32 4.09 -1.04
C 1.50 2.72 -1.18
N 2.63 2.22 -1.70
H 4.33 5.07 -2.28
H 2.21 6.02 -1.36
H 0.40 4.46 -0.62
H 0.77 2.00 -0.83
C -0.15 2.77 2.38
C -1.23 1.85 2.88
C -2.04 2.28 3.93
C -3.09 1.50 4.40
C -3.34 0.26 3.83
C -2.54 -0.18 2.79
C -1.49 0.60 2.32
Sb -0.30 -0.22 0.76
C 0.40 -1.85 2.00
C 1.16 -1.25 3.01
C 1.76 -1.99 4.01
C 1.61 -3.36 4.02
C 0.87 -3.97 3.02
C 0.26 -3.25 2.00
C -0.55 -4.01 0.99
C -1.83 -0.61 -0.70
C -1.96 -1.79 -1.44
C -2.83 -1.89 -2.52
C -3.59 -0.80 -2.89
C -3.47 0.38 -2.18
C -2.60 0.50 -1.09
C -2.54 1.83 -0.38
H 0.14 3.48 3.15
H -0.50 3.35 1.52
H 0.75 2.23 2.07
H -1.85 3.24 4.38
H -3.70 1.86 5.22
H -4.15 -0.35 4.20
H -2.74 -1.16 2.36
H 1.27 -0.17 3.03
H 2.32 -1.49 4.79
H 2.07 -3.96 4.80
H 0.75 -5.05 3.04
H -0.54 -5.08 1.22
H -0.13 -3.90 -0.01
H -1.58 -3.68 0.97
H -1.38 -2.66 -1.18
H -2.91 -2.83 -3.06
H -4.28 -0.86 -3.72
H -4.07 1.24 -2.46
H -2.98 2.61 -0.99
H -1.52 2.12 -0.13
H -3.09 1.80 0.57
```

Calculated values
LUMO energy (spin up / spin down)	-8.1 / -7.2	eV
net charge	+2
orbital gap (spin up / spin down)	4.65 / 5.63	eV
<S²>	3.79
multiplicity	4

[6]
Computed, not measured: a structure of composition C30H30I2N7S2Sc, with ωB97M-V with the def2-TZVPD basis set.

```
72
C30H30I2N7S2Sc (ωB97M-V with the def2-TZVPD basis set)
Sc 1.67 -1.44 0.13
N -2.68 -2.99 -1.78
C -1.49 -2.18 -1.78
S -0.24 -2.92 -0.67
N -0.96 -2.08 -3.16
N -0.49 -0.11 -1.94
C -0.20 1.31 -1.83
C -1.30 2.25 -2.04
C -2.20 2.10 -3.10
C -3.29 2.94 -3.25
C -3.50 3.99 -2.36
C -2.60 4.17 -1.31
C -1.54 3.31 -1.14
C 1.10 1.56 -1.43
C 1.64 2.89 -1.42
C 2.95 3.10 -1.15
C 3.81 2.01 -0.87
C 3.25 0.77 -0.87
N 1.93 0.51 -1.09
H -2.66 -3.67 -1.04
H -3.52 -2.43 -1.68
H -2.05 1.31 -3.83
H -3.97 2.80 -4.08
H -4.34 4.66 -2.49
H -2.76 4.97 -0.61
H -0.87 3.43 -0.30
H 1.00 3.71 -1.69
H 3.35 4.11 -1.16
H 4.86 2.13 -0.68
H 3.88 -0.09 -0.68
C -0.19 -0.86 -3.24
C -1.77 -0.68 -1.47
C -2.24 -0.32 -0.09
C -3.62 -0.19 0.01
C -4.25 0.00 1.23
C -3.48 0.02 2.37
C -2.09 -0.08 2.32
C -1.34 -0.21 3.63
C -0.76 -1.61 3.81
C -1.45 -0.19 1.06
N -0.03 -0.17 1.03
C 0.53 0.82 1.67
C 1.88 0.73 2.05
C 2.72 1.66 2.67
C 3.95 1.02 2.85
C 3.81 -0.27 2.31
N 2.56 -0.46 1.84
H -0.46 -0.23 -4.08
H -1.75 -2.08 -3.80
H 0.89 -1.03 -3.23
H -2.53 -0.35 -2.18
H 0.18 -0.53 -1.30
H -4.22 -0.22 -0.90
H -5.32 0.10 1.28
H -3.95 0.11 3.34
H -2.05 0.00 4.43
H -0.55 0.53 3.74
H -1.54 -2.37 3.75
H -0.26 -1.70 4.78
H -0.03 -1.83 3.03
H -0.04 1.70 1.94
H 2.46 2.66 2.96
H 4.84 1.42 3.30
H 4.55 -1.04 2.23
I 2.41 -3.58 2.33
C 2.88 -5.54 1.62
I 1.49 -6.37 0.26
H 2.92 -6.17 2.49
H 3.84 -5.47 1.13
S 3.18 -2.76 -1.45
C 4.56 -2.43 -0.55
N 5.48 -2.20 0.12
```

Calculated values
ΔE to the lowest compared entry with this formula, charge and spin	2.2	kcal/mol
LUMO energy	-0.5	eV
orbital gap	6.32	eV
multiplicity	1

Max |F|? In order: 0.86, 5.13, 0.86, 0.94, 0.37, 0.29 eV/A.